Below is the molecule C4H5NO2, with properties calculated with ωB97M-V/def2-TZVPD.

The geometry in XYZ format:
```
12
C4H5NO2, DFT ωB97M-V/def2-TZVPD
C -1.762 -0.658 0.185
C -0.582 0.214 0.119
C 0.215 1.197 -0.017
O 0.538 2.446 -0.323
N 0.916 0.082 0.588
C 1.631 -0.823 -0.228
O 1.112 -1.629 -0.964
H -1.617 -1.538 -0.448
H -1.929 -0.993 1.215
H -2.650 -0.116 -0.152
H 1.407 2.631 0.062
H 2.720 -0.813 -0.037
```

Computed properties:
Multiplicity   1
SMILES   CC1=C(O)N1C=O
HOMO-LUMO gap   0.32601 Ha
Energy relative to the best compared isomer or geometry (same formula, charge and spin)   3.731 eV